i | Below is C33H78AsF6N10O9 as an isolated structure, with properties calculated with ωB97M-V/def2-TZVPD.

Geometry (Å):
As: -16.44 23.46 -7.79
F: -15.44 23.91 -6.38
F: -17.40 22.30 -6.79
F: -17.41 22.95 -9.22
F: -15.59 24.69 -8.82
F: -15.28 22.21 -8.23
F: -17.76 24.64 -7.49
C: -17.47 32.79 -6.36
C: -16.90 32.00 -7.54
N: -15.51 31.96 -7.81
C: -14.84 33.24 -7.61
C: -13.45 33.08 -7.21
C: -15.24 31.11 -8.95
C: -15.61 31.81 -10.30
H: -17.55 33.86 -6.58
H: -16.87 32.64 -5.46
H: -18.48 32.44 -6.15
H: -17.32 31.00 -7.54
H: -17.37 32.35 -8.46
H: -14.73 33.84 -8.52
H: -15.10 33.81 -6.72
H: -12.82 33.80 -7.73
H: -13.25 33.16 -6.14
H: -12.98 32.15 -7.53
H: -15.85 30.23 -8.74
H: -14.20 30.77 -8.92
H: -16.30 31.19 -10.88
H: -14.68 31.77 -10.86
H: -16.01 32.81 -10.18
C: -14.57 32.12 -1.98
C: -14.61 30.63 -2.19
O: -14.61 29.85 -1.26
N: -14.57 30.27 -3.42
C: -14.66 28.86 -3.89
H: -15.53 32.35 -1.54
H: -14.43 32.78 -2.84
H: -13.80 32.40 -1.26
H: -14.54 30.95 -4.17
H: -15.19 28.71 -4.83
H: -15.22 28.21 -3.21
H: -13.69 28.37 -4.00
C: -21.57 19.90 -10.94
C: -21.24 20.30 -12.33
O: -21.98 19.97 -13.27
N: -20.20 21.09 -12.44
C: -19.44 21.58 -13.62
H: -22.27 19.06 -10.86
H: -22.22 20.72 -10.65
H: -20.70 19.69 -10.33
H: -19.66 21.25 -11.60
H: -18.74 22.33 -13.26
H: -20.21 21.96 -14.28
H: -18.80 20.83 -14.09
C: -11.29 21.65 -11.63
C: -11.97 20.48 -12.38
O: -12.18 19.46 -11.81
N: -12.22 20.64 -13.66
C: -12.94 19.76 -14.54
H: -11.94 22.11 -10.88
H: -10.86 22.36 -12.33
H: -10.56 21.27 -10.92
H: -12.19 21.58 -14.03
H: -12.89 20.21 -15.53
H: -13.94 19.62 -14.15
H: -12.38 18.83 -14.45
C: -17.29 17.73 -3.84
C: -17.02 16.39 -3.31
O: -17.55 15.43 -3.90
N: -16.36 16.20 -2.16
C: -15.56 17.15 -1.41
H: -16.33 18.12 -4.18
H: -17.63 18.27 -2.96
H: -18.15 17.75 -4.51
H: -16.37 15.25 -1.84
H: -15.65 18.22 -1.62
H: -14.53 17.01 -1.74
H: -15.74 16.97 -0.35
C: -18.38 14.14 -10.93
C: -18.19 14.29 -9.44
O: -18.38 13.37 -8.64
N: -17.67 15.41 -8.89
C: -17.16 16.59 -9.52
H: -17.45 14.30 -11.47
H: -19.18 14.85 -11.14
H: -18.79 13.18 -11.27
H: -17.66 15.35 -7.88
H: -17.43 16.62 -10.57
H: -16.08 16.65 -9.64
H: -17.45 17.41 -8.86
C: -11.55 27.13 -15.88
C: -12.71 26.31 -15.22
O: -12.65 25.11 -15.07
N: -13.56 27.11 -14.57
C: -14.60 26.77 -13.64
H: -11.97 27.45 -16.84
H: -10.66 26.54 -16.07
H: -11.37 28.11 -15.43
H: -13.38 28.10 -14.69
H: -14.47 25.74 -13.29
H: -15.54 26.81 -14.19
H: -14.45 27.44 -12.79
C: -18.78 27.42 1.12
C: -19.08 26.75 -0.12
O: -19.92 25.86 -0.17
N: -18.64 27.30 -1.29
C: -19.38 27.18 -2.51
H: -19.39 28.30 1.31
H: -17.71 27.65 1.17
H: -19.14 26.90 2.01
H: -18.03 28.10 -1.24
H: -19.67 26.14 -2.64
H: -18.96 27.37 -3.50
H: -20.26 27.80 -2.38
C: -10.47 24.44 -5.30
C: -10.57 24.08 -3.83
O: -9.59 24.07 -3.17
N: -11.83 23.71 -3.46
C: -12.04 22.95 -2.28
H: -11.43 24.65 -5.78
H: -9.95 23.57 -5.72
H: -9.80 25.28 -5.49
H: -12.54 23.65 -4.17
H: -12.13 21.88 -2.44
H: -13.03 23.21 -1.89
H: -11.28 23.13 -1.51
C: -21.61 25.82 -9.72
C: -22.71 24.99 -9.06
O: -23.88 25.33 -9.32
N: -22.30 24.07 -8.20
C: -23.20 23.21 -7.43
H: -22.16 26.66 -10.16
H: -21.20 25.40 -10.63
H: -20.93 26.32 -9.02
H: -21.31 23.96 -8.05
H: -24.17 22.92 -7.83
H: -23.36 23.80 -6.53
H: -22.73 22.32 -7.01

The charge is -1. As for the highest occupied orbital energy: -7.1 eV. As for the molar mass: 947.96 g/mol. Its spin multiplicity is 1. The HOMO-LUMO gap is 8.7 eV.



ii | Below is C33H78AsF6N10O9 as an isolated structure, with properties calculated with ωB97M-V/def2-TZVPD.

Geometry (Å):
As: 10.83 26.65 27.37
F: 9.46 25.52 27.22
F: 10.45 27.36 25.76
F: 12.20 27.82 27.54
F: 11.09 26.04 29.06
F: 12.02 25.44 26.83
F: 9.70 27.76 28.24
C: 7.04 26.38 27.66
C: 5.84 26.21 26.55
N: 6.06 25.15 25.52
C: 7.40 25.37 24.91
C: 7.73 24.29 23.83
C: 5.03 25.40 24.47
C: 3.69 24.62 24.87
H: 7.99 26.57 27.16
H: 7.12 25.49 28.27
H: 6.92 27.20 28.36
H: 4.98 25.84 27.11
H: 5.53 27.15 26.09
H: 7.45 26.39 24.54
H: 8.17 25.25 25.68
H: 8.47 24.67 23.14
H: 8.34 23.45 24.18
H: 6.96 23.97 23.13
H: 5.35 25.09 23.48
H: 4.71 26.43 24.32
H: 3.91 23.66 25.33
H: 3.09 24.62 23.96
H: 3.08 25.22 25.55
C: 6.89 22.84 26.76
C: 8.36 22.70 26.98
O: 9.00 21.68 26.74
N: 8.92 23.71 27.66
C: 10.27 23.65 28.23
H: 6.37 23.54 27.41
H: 6.37 21.92 27.03
H: 6.58 23.10 25.74
H: 8.26 24.42 27.92
H: 10.55 22.79 28.84
H: 10.34 24.50 28.91
H: 10.99 23.90 27.45
C: 13.65 28.39 29.24
C: 15.16 28.17 29.07
O: 15.88 28.50 30.04
N: 15.71 27.72 27.96
C: 15.08 27.22 26.81
H: 13.43 28.44 30.31
H: 13.23 27.45 28.89
H: 13.30 29.29 28.74
H: 16.72 27.62 27.96
H: 14.14 26.71 27.01
H: 15.73 26.48 26.34
H: 14.89 28.12 26.24
C: 7.05 31.67 25.53
C: 7.10 30.30 25.98
O: 6.12 29.64 26.38
N: 8.32 29.81 25.86
C: 8.70 28.42 26.20
H: 6.50 32.27 26.26
H: 6.55 31.65 24.56
H: 7.96 32.19 25.23
H: 9.15 30.33 25.64
H: 9.46 28.41 26.99
H: 9.24 28.12 25.30
H: 7.91 27.68 26.30
C: 9.72 29.54 31.81
C: 10.46 28.22 31.61
O: 11.63 28.10 32.02
N: 9.82 27.24 30.97
C: 8.51 27.20 30.39
H: 8.68 29.36 32.05
H: 10.10 30.07 30.93
H: 10.08 30.24 32.57
H: 10.44 26.44 30.88
H: 8.20 26.17 30.23
H: 8.24 27.80 29.52
H: 7.83 27.47 31.19
C: 9.80 26.94 24.08
C: 10.00 27.22 22.60
O: 11.08 27.16 22.04
N: 8.88 27.46 21.88
C: 8.96 27.54 20.38
H: 9.17 27.72 24.51
H: 10.78 26.81 24.53
H: 9.31 25.98 24.26
H: 7.96 27.64 22.27
H: 8.60 28.50 20.00
H: 8.31 26.84 19.85
H: 9.99 27.50 20.03
C: 12.69 22.02 25.59
C: 11.35 22.61 25.39
O: 10.35 21.87 25.12
N: 11.20 23.94 25.40
C: 10.01 24.57 24.99
H: 12.90 21.89 26.65
H: 13.54 22.48 25.08
H: 12.56 20.97 25.32
H: 12.04 24.48 25.53
H: 9.85 24.70 23.92
H: 9.84 25.48 25.56
H: 9.19 23.94 25.33
C: 13.27 25.35 24.66
C: 13.72 26.55 23.98
O: 14.49 26.54 23.05
N: 13.05 27.65 24.36
C: 13.01 28.90 23.62
H: 13.14 24.46 24.06
H: 12.26 25.54 25.02
H: 13.83 25.22 25.59
H: 12.45 27.42 25.14
H: 13.90 29.13 23.02
H: 13.06 29.63 24.42
H: 12.06 28.98 23.09
C: 11.01 33.07 27.54
C: 11.47 31.74 28.15
O: 12.55 31.77 28.78
N: 10.64 30.70 28.00
C: 11.09 29.39 28.49
H: 9.93 32.94 27.46
H: 11.46 33.30 26.57
H: 11.08 33.93 28.21
H: 9.84 30.74 27.39
H: 12.15 29.25 28.71
H: 10.90 28.60 27.76
H: 10.49 29.01 29.32
C: 13.40 24.90 28.10
C: 14.16 23.88 27.23
O: 13.89 23.84 26.09
N: 15.08 23.06 27.77
C: 15.82 22.07 27.09
H: 13.24 25.90 27.71
H: 13.90 25.13 29.04
H: 12.43 24.50 28.40
H: 15.07 22.96 28.78
H: 16.06 22.33 26.06
H: 15.19 21.18 27.10
H: 16.79 21.93 27.56

The charge is -1. As for the highest occupied orbital energy: -5.7 eV. As for the molar mass: 947.96 g/mol. Its spin multiplicity is 1. The HOMO-LUMO gap is 7.1 eV.



Which one sits at the top of the stability order? i does.



i | Below is C3H4 as an isolated structure, with properties calculated with ωB97M-V/def2-TZVPD.

Geometry (Å):
C: 0.67 0.31 0.00
C: -2.02 -0.21 0.11
C: -0.79 -0.03 0.10
H: 1.27 -0.38 0.51
H: -1.14 -1.26 -0.07
H: 1.11 0.33 -1.07
H: 0.91 1.25 0.43

As for the highest occupied orbital energy: -10.5 eV. As for the molar mass: 40.07 g/mol. Its spin multiplicity is 1. The HOMO-LUMO gap is 11.2 eV.



ii | Below is a 2-piece molecular cluster, C3H4 overall, with properties calculated with ωB97M-V/def2-TZVPD.

Geometry (Å):
C: -1.80 1.25 -0.57
C: -1.75 0.58 0.41
C: 1.27 -0.96 0.35
H: -1.61 2.18 -1.15
H: 0.67 -1.61 0.92
H: 1.89 -0.13 0.65
H: 1.34 -1.32 -0.61

As for the highest occupied orbital energy (spin up / spin down): -11.3 / -8.9 eV. As for the molar mass: 40.07 g/mol. Its spin multiplicity is 1. The HOMO-LUMO gap (spin up / spin down) is 11.3 / 6.1 eV.



iii | Below is one molecule with the formula C3H4, with properties calculated with ωB97M-V/def2-TZVPD.

Geometry (Å):
C: 1.69 -0.04 0.02
C: 0.49 -0.06 0.04
C: -0.96 -0.01 0.01
H: 2.77 0.14 -0.04
H: -1.34 1.00 -0.33
H: -1.39 -0.22 0.99
H: -1.26 -0.81 -0.70

The SMILES is C#CC. As for the highest occupied orbital energy: -10.0 eV. As for the molar mass: 40.07 g/mol. Its spin multiplicity is 1. The HOMO-LUMO gap is 11.1 eV.



Which one sits at the top of the stability order? iii does.